Record 1
Density functional theory data (ωB97M-V/def2-TZVPD) for a structure of composition C20H40O20Rb2.

ORCA input file:
```
! RIJCOSX wB97M-V def2-TZVPD def2/J DEFGRID3
* xyz 0 1
Rb -2.47 -1.67 3.55
Rb 1.66 -4.54 1.74
O -0.38 -2.53 1.41
C -0.26 -1.27 0.73
C -0.19 0.10 1.45
O -1.26 0.65 2.20
H -1.10 -1.30 0.01
H 0.55 -1.33 -0.03
H 0.13 0.87 0.72
H 0.64 0.00 2.17
C 7.31 2.33 -1.14
O 6.12 1.68 -1.60
C 5.24 1.39 -0.65
O 5.27 1.75 0.51
O 4.33 0.58 -1.17
C 3.08 0.45 -0.49
H 8.17 2.30 -1.80
H 7.53 1.95 -0.14
H 7.10 3.39 -0.97
H 3.28 -0.11 0.42
H 2.29 -0.07 -1.03
H 2.64 1.44 -0.32
C -7.46 -0.31 3.11
O -6.61 0.17 2.09
C -5.56 -0.58 1.76
O -5.09 -1.47 2.43
O -5.13 -0.19 0.60
C -3.87 -0.64 0.12
H -8.37 -0.66 2.63
H -7.73 0.46 3.84
H -7.01 -1.09 3.73
H -3.09 0.00 0.53
H -3.81 -0.49 -0.96
H -3.67 -1.68 0.38
C -1.75 -0.05 8.85
O -0.54 0.15 8.16
C -0.51 -0.32 6.93
O -1.37 -0.96 6.39
O 0.63 0.04 6.38
C 0.79 -0.18 4.97
H -1.92 0.51 9.77
H -1.86 -1.07 9.23
H -2.62 0.13 8.22
H 0.01 0.39 4.46
H 0.58 -1.23 4.79
H 1.76 0.10 4.57
C 1.23 -2.42 -2.47
O 2.04 -3.46 -2.95
C 3.06 -3.90 -2.22
O 3.45 -3.52 -1.15
O 3.61 -4.87 -2.93
C 4.58 -5.66 -2.25
H 1.80 -1.49 -2.32
H 0.68 -2.57 -1.53
H 0.49 -2.16 -3.22
H 5.50 -5.08 -2.20
H 4.88 -6.48 -2.90
H 4.17 -6.09 -1.34
C -1.38 -1.12 -6.64
O -1.62 -1.07 -5.24
C -1.06 -0.09 -4.54
O -0.30 0.74 -4.95
O -1.40 -0.26 -3.27
C -1.23 0.84 -2.35
H -2.33 -1.17 -7.18
H -0.85 -2.04 -6.86
H -0.84 -0.24 -6.98
H -0.17 1.06 -2.31
H -1.55 0.42 -1.40
H -1.88 1.67 -2.62
C -0.09 3.71 -0.01
O -0.75 4.52 -0.98
C -0.39 4.42 -2.23
O 0.51 3.74 -2.66
O -1.18 5.16 -2.99
C -1.13 4.96 -4.39
H -0.69 2.79 0.06
H -0.38 4.14 0.95
H 0.98 3.59 -0.15
H -0.31 5.52 -4.85
H -2.00 5.41 -4.85
H -0.92 3.91 -4.63
*
```

Computed properties:
- Kohn-Sham gap: 4.80 eV
- LUMO: -0.97 eV

These are the Mulliken partial charges, in e, on atoms 1 to 8: 1.0129, 0.9226, -1.0899, 1.1543, 1.1705, -0.9883, -0.3438, -0.7811

***

Record 2
Density functional theory data (ωB97M-V/def2-TZVPD) for a cluster of 2 separate species, C11H17NO2 in total.

ORCA input file:
```
! RIJCOSX wB97M-V def2-TZVPD def2/J DEFGRID3
* xyz 0 1
C -0.41 -2.68 -0.57
C 1.08 -2.28 -0.82
C 1.74 -1.64 0.39
C 3.11 -1.79 0.56
C 3.74 -1.01 1.51
C 3.07 -0.07 2.29
O 3.71 0.95 2.91
C 1.66 -0.01 2.21
C 1.06 -0.76 1.23
H -1.07 -1.85 -0.80
H -0.60 -2.96 0.47
H -0.47 -3.69 -0.97
H 1.60 -3.21 -1.00
H 1.07 -1.62 -1.69
H 3.70 -2.50 0.01
H 4.79 -1.12 1.77
H 4.63 0.86 2.80
H 1.21 0.44 3.08
H 0.02 -0.62 0.94
C -2.71 3.60 -0.57
C -2.50 2.08 -0.44
C -3.30 1.40 -1.52
N -2.68 0.64 -2.48
O -4.51 1.27 -1.40
H -2.46 4.00 -1.55
H -2.24 4.20 0.20
H -3.79 3.68 -0.48
H -1.47 1.72 -0.50
H -2.93 1.79 0.48
H -3.30 0.30 -3.20
H -1.78 0.88 -2.87
*
```

Computed properties:
- SMILES: CCc1ccc(O)cc1.CCC(N)=O
- Kohn-Sham gap: 9.02 eV
- LUMO: 0.66 eV

These are the Mulliken partial charges, in e, on atoms 1 to 8: -1.1869, -0.3592, 0.4026, -0.8301, -0.4041, 0.5954, -0.4888, -0.6694

***

Record 3
Density functional theory data (ωB97M-V/def2-TZVPD) for a cluster of 13 separate species, C4H34N2O14 in total.

ORCA input file:
```
! RIJCOSX wB97M-V def2-TZVPD def2/J DEFGRID3
* xyz 0 1
C 0.86 -1.43 0.24
N 0.55 -0.60 -0.93
C 0.75 -1.08 -2.17
O 1.17 -2.23 -2.31
C 0.80 -0.69 1.57
N -0.54 -0.27 1.85
C -0.79 0.45 3.10
O -0.88 1.84 2.95
H 0.13 -2.21 0.30
H 1.87 -1.84 0.12
H 0.15 0.30 -0.76
H 0.52 -0.46 -3.05
H 1.56 0.09 1.54
H 1.19 -1.38 2.31
H -1.03 0.15 1.09
H -1.70 0.00 3.47
H 0.09 0.27 3.73
H -1.79 2.14 2.77
H 3.55 2.21 1.12
H 3.74 3.53 1.99
O 3.35 2.67 1.98
H 2.52 1.81 -0.71
H 3.59 0.84 -1.10
O 3.46 1.60 -0.54
H 3.61 0.27 -3.66
H 2.23 0.75 -3.32
O 3.03 0.45 -2.90
H -3.73 0.23 -0.69
H -3.12 -1.20 -0.29
O -3.08 -0.44 -0.90
H 0.14 2.80 1.95
H 1.65 2.88 1.93
O 0.87 3.30 1.51
H -0.88 -4.62 0.21
H -1.03 -5.49 1.46
O -0.92 -4.56 1.19
H -1.80 -2.02 1.21
H -2.59 -3.39 1.32
O -2.62 -2.49 1.01
H -1.75 3.67 1.37
H -2.29 2.50 0.56
O -2.50 3.06 1.34
H -1.04 1.83 -1.01
H -2.05 0.80 -1.38
O -1.75 1.31 -0.61
H 0.95 3.84 -1.57
H 0.94 3.23 -0.18
O 0.76 3.00 -1.14
H -2.26 -0.55 -2.49
H -2.18 -1.62 -3.63
O -1.80 -0.80 -3.30
H 0.52 -3.93 -0.84
H -0.27 -3.25 -1.90
O -0.28 -4.08 -1.36
*
```

Computed properties:
- Kohn-Sham gap: 9.36 eV
- LUMO: 0.20 eV

These are the Mulliken partial charges, in e, on atoms 1 to 8: 0.5939, 1.0049, -0.2871, -0.8371, -0.9098, -0.0342, -0.8904, -0.5568

***

Record 4
Density functional theory data (ωB97M-V/def2-TZVPD) for a structure of composition C11H32LuN4O5.

ORCA input file:
```
! RIJCOSX wB97M-V def2-TZVPD def2/J DEFGRID3
* xyz 1 1
O 1.31 2.24 -0.49
H 1.17 2.99 0.11
Lu -0.41 0.49 0.20
N -1.08 -0.04 -1.96
N 0.93 -0.91 -0.93
O -2.40 0.28 -2.45
O 1.97 -1.56 -0.15
C -0.43 -0.88 -2.77
C 0.75 -1.38 -2.19
C -0.94 -1.23 -4.11
C 1.63 -2.34 -2.88
H -1.85 -0.67 -4.34
H -1.16 -2.31 -4.17
H -0.18 -1.01 -4.88
H 2.41 -2.75 -2.24
H 2.12 -1.85 -3.74
H 1.06 -3.19 -3.29
H -2.62 1.16 -2.08
H 2.76 -1.51 -0.72
O -1.00 -1.76 0.82
H -1.84 -2.23 0.71
H -0.30 -2.37 0.52
C 2.14 2.65 -1.60
H 1.81 3.61 -2.04
H 2.03 1.87 -2.35
H 3.19 2.73 -1.29
O -1.39 2.30 -0.82
H -1.90 3.07 -0.50
H -0.97 2.57 -1.65
C -3.35 0.25 2.03
N -2.08 1.03 2.01
C -2.43 2.47 1.93
C -1.34 0.80 3.29
C 0.14 1.22 3.19
N 0.91 0.31 2.31
C 2.29 0.83 2.18
C 1.03 -1.02 2.96
H -4.07 0.70 2.73
H -3.80 0.26 1.02
H -3.17 -0.79 2.33
H -2.89 2.79 2.88
H -1.52 3.09 1.77
H -3.17 2.63 1.12
H -1.81 1.42 4.08
H -1.45 -0.25 3.58
H 0.24 2.25 2.83
H 0.56 1.19 4.21
H 2.76 0.91 3.18
H 2.87 0.14 1.56
H 2.29 1.82 1.70
H 1.52 -0.90 3.95
H 0.05 -1.49 3.10
H 1.66 -1.66 2.32
*
```

Computed properties:
- Kohn-Sham gap: 3.97 eV
- LUMO: -3.06 eV

These are the Mulliken partial charges, in e, on atoms 1 to 8: -0.3895, 0.2682, 1.6472, 0.0160, 0.3561, -0.5598, -0.5220, 0.1428

***

Record 5
Density functional theory data (ωB97M-V/def2-TZVPD) for a structure of composition C4H6CuO.

ORCA input file:
```
! RIJCOSX wB97M-V def2-TZVPD def2/J DEFGRID3
* xyz 0 2
C 1.91 0.73 0.94
C 0.61 0.48 1.27
C -0.15 0.42 0.01
C -0.86 -0.90 -0.30
O -1.39 -0.94 -1.56
Cu -1.75 -0.17 -3.48
H 2.78 0.21 1.34
H 0.16 1.03 2.10
H -0.81 1.28 -0.17
H -1.63 -1.05 0.49
H -0.12 -1.72 -0.13
H 1.25 0.63 -0.52
*
```

Computed properties:
- Kohn-Sham gap (spin up / spin down): 5.43 / 6.28 eV
- LUMO (spin up / spin down): -1.78 / -1.78 eV

These are the Mulliken partial charges, in e, on atoms 1 to 8: -0.5838, -0.2149, -0.3863, -0.2500, -0.6415, 0.5719, 0.2936, 0.2927

***

| no. | calculated total energy (Ha) | largest force on an atom (eV/Å) |
| --- | --- | --- |
| 1 | -2338.962883 | 2.22 |
| 2 | -634.559521 | 2.25 |
| 3 | -1335.688748 | 2.07 |
| 4 | -2268.778549 | 3.91 |
| 5 | -1871.406348 | 3.47 |